Here is a molecular structure, C38H47BrCl2N6O2OsS from the OMol25 dataset. Energies are from the ωB97M-V functional and the def2-TZVPD basis.

Relative energy (zero: lowest compared OMol25 entry of this formula, charge and spin) (kcal per mole): 36.89
Energy (Ha): -5938.02218
Total charge: +2
Kohn-Sham gap (spin up / spin down) (eV): 4.81 / 4.64
E_LUMO (spin up / spin down) (eV): -8.159 / -8.195

Last column: Löwdin charge in e.
Cartesian coordinates (Å):
Os -0.332 -0.267 -0.573  1.20
C -3.649 -1.222 0.454  -0.08
C -3.924 0.122 1.042  -0.19
C -5.216 0.486 1.325  -0.02
C -5.508 1.720 1.910  -0.01
C -4.490 2.635 2.162  -0.02
C -3.175 2.341 1.895  -0.16
C -2.157 3.429 2.101  -0.02
C -2.843 1.021 1.386  -0.19
N -1.553 0.639 1.236  0.05
C -0.645 1.051 2.228  -0.50
O -0.932 1.207 3.385  0.11
C 0.754 1.225 1.749  -0.21
C 1.754 1.715 2.564  0.06
C 3.029 1.878 2.033  0.03
C 3.263 1.530 0.710  0.06
C 2.213 1.028 -0.032  -0.17
N 0.988 0.905 0.476  -0.07
C 2.337 0.542 -1.437  -0.46
O 3.339 0.724 -2.088  0.14
N 1.201 -0.117 -1.869  -0.09
C 1.368 -0.718 -3.167  -0.25
C 2.179 -1.854 -3.270  -0.20
C 2.735 -2.530 -2.046  -0.02
C 2.490 -2.337 -4.535  -0.02
C 1.996 -1.727 -5.675  -0.06
C 1.164 -0.626 -5.559  -0.04
C 0.847 -0.099 -4.310  -0.24
C 0.010 1.147 -4.214  -0.02
H -4.581 -1.731 0.213  0.08
H -3.077 -1.838 1.149  0.05
H -3.061 -1.120 -0.452  -0.03
H -6.018 -0.206 1.108  0.12
H -6.533 1.978 2.144  0.12
H -4.736 3.608 2.568  0.13
H -2.617 4.402 1.939  0.10
H -1.297 3.333 1.438  0.07
H -1.792 3.408 3.128  0.10
H 1.520 1.939 3.596  0.14
H 3.832 2.260 2.648  0.13
H 4.238 1.614 0.248  0.14
H 2.063 -2.439 -1.193  0.02
H 3.690 -2.075 -1.773  0.10
H 2.915 -3.586 -2.240  0.09
H 3.152 -3.191 -4.621  0.13
H 2.262 -2.103 -6.654  0.12
H 0.781 -0.139 -6.448  0.12
H -0.247 1.509 -5.208  0.09
H 0.559 1.938 -3.698  0.09
H -0.911 0.960 -3.663  0.06
Cl -1.453 -1.991 3.419  0.65
C -0.219 -2.943 2.624  -0.88
Cl 0.725 -1.991 1.422  0.61
H -0.686 -3.764 2.094  0.04
H 0.497 -3.283 3.361  0.05
Br -5.017 2.472 -2.876  0.85
C -3.269 2.640 -2.223  -0.66
C -2.610 3.859 -2.196  -0.05
C -1.316 3.894 -1.698  -0.01
C -0.728 2.726 -1.256  -0.12
N -1.375 1.556 -1.293  -0.07
C -2.622 1.508 -1.765  -0.18
H -3.093 4.753 -2.566  0.13
H -0.768 4.825 -1.647  0.13
H 0.282 2.720 -0.876  0.11
H -3.120 0.548 -1.779  0.10
C -5.387 -3.019 -2.403  -0.10
C -5.376 -4.277 -1.533  -0.24
C -4.341 -5.326 -1.949  -0.18
C -2.892 -4.893 -1.746  -0.18
N -2.424 -4.064 -2.864  0.04
C -1.659 -2.985 -2.823  -0.66
S -1.060 -2.457 -1.262  0.66
N -1.363 -2.341 -3.935  0.06
C -1.675 -2.834 -5.283  -0.15
C -0.806 -4.013 -5.708  -0.20
C -1.147 -4.490 -7.117  -0.26
C -0.200 -5.595 -7.576  -0.10
H -6.193 -2.351 -2.094  0.08
H -5.559 -3.276 -3.451  0.08
H -4.448 -2.465 -2.332  0.04
H -6.362 -4.741 -1.582  0.11
H -5.200 -4.004 -0.487  0.10
H -4.495 -5.597 -3.000  0.12
H -4.504 -6.230 -1.361  0.12
H -2.248 -5.772 -1.680  0.13
H -2.786 -4.328 -0.823  0.08
H -2.740 -4.371 -3.773  0.13
H -0.652 -1.622 -3.866  0.09
H -1.515 -1.996 -5.960  0.13
H -2.736 -3.095 -5.331  0.13
H -0.918 -4.845 -5.005  0.12
H 0.238 -3.703 -5.675  0.09
H -1.081 -3.644 -7.808  0.12
H -2.177 -4.858 -7.145  0.11
H 0.834 -5.245 -7.579  0.08
H -0.449 -5.920 -8.585  0.08
H -0.264 -6.464 -6.919  0.08



Here is 8 unconnected molecules or ions with the total composition C48H114N6O12 from the OMol25 dataset. Energies are from the ωB97M-V functional and the def2-TZVPD basis.

Multiplicity: 2
Energy (Ha): -3127.83468
Total charge: +1
Kohn-Sham gap (spin up / spin down) (eV): 6.95 / 2.88
E_LUMO (spin up / spin down) (eV): -2.626 / -6.696

Last column: Mulliken spin population.
Cartesian coordinates (Å):
C -19.451 -10.545 -9.618  0.00
C -20.062 -9.278 -10.188  0.00
C -20.216 -9.375 -11.719  0.00
O -21.405 -9.235 -9.659  0.00
H -19.232 -10.328 -8.572  0.00
H -18.449 -10.611 -10.042  0.00
H -19.910 -11.530 -9.699  0.00
H -19.435 -8.414 -9.968  0.00
H -20.575 -10.349 -12.052  0.00
H -19.341 -9.098 -12.306  0.00
H -20.895 -8.584 -12.039  0.00
H -21.416 -8.617 -8.924  0.00
C -25.323 -5.245 -16.958  0.00
C -26.054 -5.566 -18.300  0.00
C -26.518 -4.315 -19.064  0.00
O -25.033 -6.096 -19.034  0.00
H -24.512 -4.596 -17.288  0.00
H -24.934 -6.216 -16.655  0.00
H -25.865 -4.711 -16.177  0.00
H -26.847 -6.314 -18.275  0.00
H -27.162 -4.703 -19.854  0.00
H -25.690 -3.704 -19.423  0.00
H -26.992 -3.620 -18.372  0.00
H -25.486 -6.492 -19.782  0.00
C -26.663 -7.260 -22.465  0.00
O -25.425 -7.231 -21.743  0.00
C -24.351 -6.919 -22.533  0.00
C -23.165 -6.842 -21.644  0.00
N -21.942 -7.066 -22.444  0.00
C -20.767 -7.114 -21.613  0.00
C -19.571 -6.931 -22.535  0.00
O -19.545 -5.581 -23.153  0.00
C -18.258 -5.239 -23.473  0.00
H -27.051 -6.350 -22.922  0.00
H -27.538 -7.476 -21.852  0.00
H -26.582 -8.027 -23.235  0.00
H -24.566 -6.002 -23.081  0.00
H -24.233 -7.761 -23.215  0.00
H -23.102 -7.605 -20.868  0.00
H -23.265 -5.855 -21.194  0.00
H -21.793 -6.353 -23.144  0.00
H -20.824 -8.053 -21.063  0.00
H -20.829 -6.286 -20.907  0.00
H -19.602 -7.677 -23.330  0.00
H -18.614 -7.107 -22.043  0.00
H -17.826 -6.062 -24.042  0.00
H -17.827 -5.018 -22.496  0.00
H -18.416 -4.321 -24.039  0.00
C -17.330 0.860 -16.526  0.00
O -16.744 -0.316 -15.960  0.00
C -17.232 -1.542 -16.583  0.00
C -18.288 -2.186 -15.654  0.00
N -17.638 -2.565 -14.505  0.00
C -18.457 -3.059 -13.401  0.00
C -18.862 -4.507 -13.604  0.00
O -19.614 -5.077 -12.500  0.00
C -20.970 -4.719 -12.288  0.00
H -17.019 1.129 -17.536  0.00
H -16.868 1.570 -15.839  0.00
H -18.388 0.827 -16.266  0.00
H -16.382 -2.208 -16.734  0.00
H -17.683 -1.414 -17.567  0.00
H -18.709 -2.968 -16.285  0.00
H -19.084 -1.485 -15.405  0.00
H -17.030 -1.797 -14.256  0.00
H -19.364 -2.491 -13.193  0.00
H -17.814 -3.052 -12.521  0.00
H -17.910 -5.010 -13.773  0.00
H -19.457 -4.575 -14.514  0.00
H -21.410 -5.278 -13.114  0.00
H -21.073 -3.641 -12.410  0.00
H -21.345 -5.048 -11.319  0.00
C -15.781 -16.484 -26.819  0.00
O -15.931 -15.574 -25.725  0.00
C -16.520 -16.156 -24.552  0.00
C -17.643 -15.177 -24.116  0.00
N -19.001 -15.652 -24.554  0.00
C -20.211 -15.063 -23.994  0.00
C -20.452 -15.587 -22.462  0.00
O -21.488 -15.066 -21.749  0.00
C -21.254 -14.688 -20.422  0.00
H -16.817 -16.652 -27.115  0.00
H -15.313 -17.401 -26.462  0.00
H -15.282 -16.060 -27.690  0.00
H -15.695 -16.268 -23.848  0.00
H -16.701 -17.224 -24.674  0.00
H -17.699 -14.148 -24.473  0.00
H -17.624 -15.206 -23.027  0.00
H -19.145 -15.599 -25.553  0.00
H -21.069 -15.509 -24.498  0.00
H -20.225 -13.990 -24.184  0.00
H -19.537 -15.379 -21.908  0.00
H -20.518 -16.672 -22.379  0.00
H -22.176 -14.359 -19.943  0.00
H -20.726 -13.735 -20.384  0.00
H -20.911 -15.508 -19.791  0.00
C -14.920 -8.780 -18.119  0.00
O -15.533 -9.547 -19.129  0.00
C -15.283 -10.967 -19.080  0.00
C -15.866 -11.604 -20.368  0.00
N -15.299 -10.968 -21.590  0.00
C -16.095 -11.087 -22.774  0.00
C -17.186 -9.913 -22.676  0.00
O -16.661 -8.695 -23.304  0.00
C -17.080 -8.531 -24.646  0.00
H -15.143 -9.185 -17.132  0.00
H -15.277 -7.756 -18.219  0.00
H -13.901 -8.463 -18.339  0.00
H -15.816 -11.311 -18.193  0.00
H -14.222 -11.080 -18.857  0.00
H -16.944 -11.766 -20.353  0.00
H -15.421 -12.569 -20.611  0.00
H -14.985 -10.021 -21.431  0.00
H -16.401 -12.131 -22.719  0.00
H -15.643 -10.975 -23.759  0.00
H -17.372 -9.802 -21.608  0.00
H -18.121 -10.208 -23.153  0.00
H -16.675 -9.344 -25.249  0.00
H -16.790 -7.531 -24.969  0.00
H -18.153 -8.571 -24.830  0.00
C -19.553 -6.000 -17.129  0.00
C -20.041 -7.384 -16.605  0.00
C -21.708 -7.330 -16.712  0.00
C -22.257 -8.765 -16.775  0.00
C -21.579 -9.522 -17.879  0.00
C -20.056 -9.675 -17.720  0.00
N -19.499 -8.335 -17.648  0.00
O -18.122 -8.295 -17.815  0.00
C -19.799 -10.712 -16.628  0.00
C -19.660 -10.257 -19.135  0.00
C -19.652 -7.656 -15.086  0.00
H -20.047 -5.223 -16.546  0.00
H -19.788 -5.908 -18.189  0.00
H -18.482 -5.954 -16.930  0.00
H -22.160 -6.906 -15.815  0.00
H -21.991 -6.808 -17.627  0.00
H -23.269 -8.684 -17.170  0.00
H -22.173 -9.312 -15.836  0.00
H -21.839 -9.043 -18.823  0.00
H -22.053 -10.494 -18.016  0.00
H -19.686 -11.677 -17.124  0.00
H -18.786 -10.545 -16.261  0.00
H -20.464 -10.666 -15.766  0.00
H -19.602 -9.726 -20.085  0.00
H -18.620 -10.573 -19.049  0.00
H -20.259 -11.069 -19.548  0.00
H -18.563 -7.647 -15.055  0.00
H -20.096 -8.571 -14.692  0.00
H -19.950 -6.836 -14.433  0.00
H -18.037 -8.342 -18.770  0.00
C -17.343 -14.439 -18.234  0.02
C -17.129 -15.954 -18.203  -0.02
C -18.432 -16.534 -18.959  0.02
C -18.308 -18.002 -19.342  -0.01
C -17.081 -18.166 -20.232  0.02
C -15.738 -17.750 -19.585  -0.02
N -15.877 -16.355 -18.984  0.75
O -14.655 -15.805 -18.592  0.08
C -15.325 -18.791 -18.562  0.09
C -14.685 -17.757 -20.779  0.01
C -17.065 -16.507 -16.735  0.07
H -16.577 -13.893 -17.683  0.00
H -18.290 -14.087 -17.825  0.00
H -17.238 -13.989 -19.221  0.00
H -19.281 -16.526 -18.276  0.00
H -18.868 -15.972 -19.784  -0.01
H -19.061 -18.245 -20.092  0.00
H -18.470 -18.767 -18.583  0.00
H -17.185 -17.576 -21.142  -0.01
H -17.059 -19.240 -20.417  0.00
H -15.145 -19.638 -19.225  0.00
H -14.460 -18.439 -18.001  0.00
H -16.104 -18.923 -17.810  0.00
H -13.711 -17.339 -20.523  0.00
H -14.365 -18.720 -21.177  0.00
H -14.944 -16.991 -21.511  0.01
H -17.307 -17.566 -16.643  0.00
H -17.679 -15.923 -16.049  0.00
H -16.036 -16.466 -16.379  0.00
H -14.381 -15.396 -19.416  0.01